C34H34ClKN6PSe2 | ωB97M-V/def2-TZVPD

Last column: Löwdin charge in e.
CARTESIAN COORDINATES (ANGSTROEM)
1 K -0.105 -1.963 -0.392  0.6397
2 Se -0.467 -0.228 1.903  0.9071
3 Se -2.580 -0.656 -0.011  0.8371
4 C -2.847 -0.933 2.548  -0.5997
5 C -3.711 -1.202 3.577  -0.0382
6 C -4.345 0.080 3.890  -0.0411
7 C -4.187 1.590 3.348  -0.0054
8 C -3.371 2.210 2.341  -0.0741
9 N -2.686 1.175 1.822  -0.3588
10 C -0.576 -2.159 2.323  -0.5270
11 C -0.203 -2.533 3.599  -0.0802
12 C -0.760 -3.691 4.136  -0.0367
13 C -1.609 -4.452 3.355  -0.0364
14 C -1.870 -4.045 2.046  -0.1187
15 N -1.382 -2.934 1.520  -0.1181
16 H -3.926 -2.129 4.082  0.0973
17 H -5.092 0.036 4.675  0.0616
18 H -4.862 2.259 3.870  0.0741
19 H -3.393 3.240 2.038  0.1063
20 H 0.460 -1.888 4.161  0.1125
21 H -0.548 -3.975 5.158  0.1193
22 H -2.080 -5.340 3.750  0.1135
23 H -2.512 -4.636 1.403  0.1241
24 Cl -2.284 -0.061 1.694  0.0812
25 C -3.523 0.861 -0.676  -0.4227
26 C -4.848 1.091 -0.933  -0.0743
27 C -5.238 2.403 -1.218  -0.0620
28 C -4.304 3.416 -1.345  -0.0574
29 C -2.935 3.188 -1.138  -0.0832
30 C -2.525 1.942 -0.723  -0.3183
31 P -0.822 1.161 -0.338  0.8335
32 C -0.110 1.630 -1.984  -0.3360
33 C 0.558 2.820 -2.259  -0.0736
34 C 0.767 3.212 -3.575  -0.0642
35 C 0.328 2.417 -4.623  -0.0715
36 C -0.299 1.207 -4.360  -0.0717
37 C -0.518 0.819 -3.049  -0.1137
38 C 0.003 2.463 0.712  -0.4021
39 C -0.505 3.728 0.993  -0.0889
40 C 0.249 4.661 1.694  -0.0608
41 C 1.515 4.336 2.154  -0.0673
42 C 2.025 3.069 1.913  -0.0653
43 C 1.279 2.149 1.195  -0.1704
44 H -5.570 0.286 -0.897  0.1171
45 H -6.286 2.627 -1.365  0.1119
46 H -4.633 4.409 -1.621  0.1112
47 H -2.222 3.979 -1.335  0.1113
48 H 0.893 3.451 -1.447  0.1033
49 H 1.244 4.162 -3.779  0.1101
50 H 0.469 2.744 -5.645  0.1092
51 H -0.646 0.589 -5.178  0.1091
52 H -1.079 -0.087 -2.830  0.0922
53 H -1.489 4.016 0.657  0.0783
54 H -0.155 5.651 1.859  0.1111
55 H 2.101 5.072 2.689  0.1100
56 H 3.003 2.795 2.286  0.1104
57 H 1.683 1.164 0.988  0.0638
58 C 2.702 -1.968 -2.544  -0.1836
59 N 4.057 -2.255 -2.982  -0.0856
60 C 4.366 -3.656 -2.676  -0.1572
61 N 4.243 -3.930 -1.240  -0.0876
62 C 2.886 -3.625 -0.824  -0.1859
63 N 2.511 -2.209 -1.092  -0.1748
64 C 3.496 -1.357 -0.384  -0.1824
65 N 4.864 -1.634 -0.786  -0.0864
66 C 4.982 -1.405 -2.229  -0.1589
67 C 5.163 -3.044 -0.521  -0.1594
68 H 2.012 -2.606 -3.104  0.1286
69 H 2.470 -0.921 -2.758  0.1263
70 H 5.387 -3.870 -2.990  0.1304
71 H 3.681 -4.305 -3.225  0.1290
72 H 2.792 -3.806 0.250  0.1285
73 H 2.206 -4.291 -1.364  0.1278
74 H 3.399 -1.527 0.693  0.1287
75 H 3.273 -0.310 -0.603  0.1240
76 H 6.002 -1.630 -2.540  0.1302
77 H 4.767 -0.357 -2.446  0.1301
78 H 5.084 -3.236 0.551  0.1292
79 H 6.183 -3.255 -0.844  0.1303

Results
Kohn-Sham gap: 6.18 eV
strongest force on any atom: 0.301 hartree/bohr
E: -213548.10410 eV
energy above the lowest of the compared OMol25 structures with the same formula, charge and spin: 636.4 kcal/mol
total charge: +1
spin multiplicity: 1